[1]
C5H9NO as an isolated structure, computed with ωB97M-V/def2-TZVPD.

Kohn-Sham gap = 8.7130 eV
2S+1 = 1
E = -8863.164 eV
Max |F| = 0.012 Eh/bohr
Relative energy (zero: lowest compared OMol25 entry of this formula, charge and spin) = 139.48 kcal per mole
Total charge = 0

```
16
Properties=species:S:1:pos:R:3:forces:R:3:mulliken_charge:R:1
H -1.064514 -1.277716 1.311861 0.0 0.1 0.0 0.270
H -2.375492 -0.103385 1.633649 0.1 0.0 -0.1 0.368
H 0.813285 0.762390 -0.185214 0.0 0.2 0.3 0.428
N -1.113486 1.528703 -0.602304 0.1 0.1 0.0 -0.552
C 1.925957 0.250003 -0.118723 -0.1 -0.4 -0.2 -0.961
C 2.076838 -1.097093 0.337037 -0.4 0.3 0.0 0.256
C -0.158075 0.523962 -0.971373 -0.1 -0.4 -0.4 -0.235
H -1.645509 1.880656 -1.396606 0.3 -0.1 0.1 0.265
H 3.182069 -1.155948 0.537812 -0.1 -0.3 -0.1 0.276
H 2.564445 0.528831 -0.962946 -0.4 0.1 0.1 0.303
C -1.380519 -0.237446 1.198269 0.0 0.0 0.1 -1.281
C -1.382022 0.128839 -0.260041 0.0 -0.4 0.1 0.303
O 1.319564 -2.011772 0.619816 0.2 0.5 -0.1 -0.532
H -2.114138 -0.398117 -0.874900 0.2 0.1 0.1 0.397
H -0.676611 0.398764 1.742081 -0.1 -0.1 -0.1 0.320
H 0.028214 0.279331 -2.008414 0.2 0.0 0.2 0.375
```
Forces are in eV/Å.

[2]
C5H9NO as an isolated structure, computed with ωB97M-V/def2-TZVPD.

Kohn-Sham gap = 9.9132 eV
2S+1 = 1
E = -8865.232 eV
Max |F| = 0.089 Eh/bohr
Relative energy (zero: lowest compared OMol25 entry of this formula, charge and spin) = 91.79 kcal per mole
Total charge = 0

```
16
Properties=species:S:1:pos:R:3:forces:R:3:mulliken_charge:R:1
H 2.023382 1.430863 -0.585398 -2.3 -0.3 1.9 0.295
H 1.219289 1.344162 1.179520 0.5 -0.5 -0.6 0.384
C 1.481828 -1.026023 -0.054966 -1.3 -1.0 4.2 -1.353
O -2.260962 0.950601 0.030616 1.2 -0.3 1.0 -0.541
C -2.760303 -0.215381 -0.251160 2.7 0.2 0.4 -0.074
H 2.044573 -1.125858 -0.885014 2.1 0.3 -2.8 0.444
C 1.032486 1.295924 0.089035 -0.3 2.4 -1.3 -1.324
H 0.380884 2.236287 -0.019937 0.8 -1.3 -0.5 0.326
C -0.892575 -0.368058 0.456930 -0.1 1.9 -0.3 0.443
H -3.726146 -0.202747 -0.650271 -1.5 -0.8 -0.6 0.449
N -1.902164 -1.180921 -0.075906 -0.5 -0.1 0.7 -0.688
C 0.309735 -0.001559 -0.328473 2.4 -1.1 -1.2 0.443
H 1.284575 -2.099910 0.165804 -0.8 0.7 0.0 0.373
H 0.266578 -0.152448 -1.450718 -1.0 0.8 1.3 0.192
H -0.607080 -0.208722 1.557248 -1.3 -0.5 -1.2 0.335
H 2.105904 -0.676216 0.822695 -0.6 -0.4 -1.1 0.297
```
Forces are in eV/Å.

[3]
An isolated molecule of C5H9NO, computed with ωB97M-V/def2-TZVPD.

Kohn-Sham gap (spin up / spin down) = 6.9936 / 9.5200 eV
2S+1 = 1
E = -8862.361 eV
Max |F| = 0.044 Eh/bohr
Relative energy (zero: lowest compared OMol25 entry of this formula, charge and spin) = 158.00 kcal per mole
Total charge = 0

```
16
Properties=species:S:1:pos:R:3:forces:R:3:mulliken_charge:R:1
H 2.187810 0.090848 -0.105883 -0.3 -0.3 1.4 0.303
C -0.547525 -0.943199 -0.067426 0.0 0.0 0.1 -0.349
H -2.612270 -0.567503 0.592720 0.1 -0.1 -0.1 0.252
H 0.075552 -1.750373 -0.463635 -0.1 0.2 0.1 0.448
H 1.769214 1.408676 1.123180 -0.1 0.0 -0.1 0.411
H 1.138611 0.396826 -1.739568 0.0 0.2 0.1 0.303
O -1.297442 -0.250556 -1.053224 0.0 0.1 -0.1 -0.398
H -2.437177 -1.985487 -0.586196 0.1 0.2 0.1 0.276
C 0.074313 -0.070891 1.010773 1.3 -0.5 -0.6 0.544
C -2.000764 -1.091419 -0.140978 -0.2 -0.2 0.0 -0.456
H 0.480224 -0.706788 1.809280 -0.1 0.1 -0.1 0.424
C 1.440366 1.105301 -0.973515 -0.6 1.2 -1.8 -0.883
H -1.092856 1.422200 0.672596 0.0 0.1 0.1 0.290
C 1.334126 0.741873 0.385437 1.0 -1.2 0.5 -0.618
N -0.594016 1.024706 1.476502 -0.9 0.6 0.3 -0.833
H 1.816049 2.072383 -1.302347 -0.1 -0.2 0.1 0.287
```
Forces are in eV/Å.

[4]
An isolated molecule of C5H9NO, computed with ωB97M-V/def2-TZVPD.

Kohn-Sham gap = 11.4746 eV
2S+1 = 1
SMILES = C[C@@H](O)[C@@H](C)C#N
E = -8868.099 eV
Max |F| = 0.024 Eh/bohr
Relative energy (zero: lowest compared OMol25 entry of this formula, charge and spin) = 25.69 kcal per mole
Total charge = 0

```
16
Properties=species:S:1:pos:R:3:forces:R:3:mulliken_charge:R:1
C -0.891470 -0.232282 -0.086153 0.0 -0.2 -0.1 0.584
H 1.053602 2.314146 -0.277379 -0.1 0.0 -0.2 0.322
C -0.930196 -1.456018 0.739497 0.0 -0.7 0.4 0.042
C 1.431918 0.207925 1.022490 -0.1 0.0 0.0 -1.388
H -1.832413 0.294280 0.060301 -0.3 -0.2 -0.1 0.243
O 0.404922 1.684824 -0.615414 0.1 0.2 0.2 -0.539
C -0.818005 -0.610487 -1.578939 0.0 0.1 0.0 -1.389
H 2.035596 -0.265796 0.242030 -0.1 0.0 0.1 0.310
H 1.997754 1.031940 1.478394 0.0 -0.3 -0.1 0.419
H -1.712455 -1.190759 -1.836230 0.2 0.1 0.0 0.403
N -0.942780 -2.444117 1.343178 0.0 1.1 -0.6 -0.472
H -0.815669 0.314536 -2.157075 0.0 -0.2 0.0 0.363
H 0.059709 -1.208333 -1.846253 -0.1 0.2 0.2 0.318
C 0.150590 0.784154 0.449111 -0.1 -0.4 0.0 0.143
H 1.186203 -0.518720 1.803415 0.2 0.1 -0.1 0.411
H -0.377306 1.294708 1.259027 0.1 0.2 0.1 0.229
```
Forces are in eV/Å.

[5]
An isolated molecule of C5H9NO, computed with ωB97M-V/def2-TZVPD.

Kohn-Sham gap (spin up / spin down) = 8.1856 / 8.1408 eV
2S+1 = 1
SMILES = C=C[N+]([O-])=C(C)C
E = -8863.512 eV
Max |F| = 0.138 Eh/bohr
Relative energy (zero: lowest compared OMol25 entry of this formula, charge and spin) = 131.46 kcal per mole
Total charge = 0

```
16
Properties=species:S:1:pos:R:3:forces:R:3:mulliken_charge:R:1
H 4.013972 0.492828 0.284207 2.1 2.2 0.7 0.301
H 3.566653 -1.133930 -0.403350 0.4 -0.6 0.0 0.297
H -2.108642 1.294813 0.089965 -1.7 0.8 1.5 0.354
H -1.485410 1.293067 -1.424197 0.8 -0.3 0.1 0.237
H 1.791337 1.153821 0.380097 -0.5 1.3 0.6 0.202
H -1.589212 -2.055531 -0.573788 -0.4 -1.8 -2.4 0.310
C -1.592247 -1.483566 0.273291 1.3 0.3 2.3 -1.119
C -0.804251 -0.274387 -0.016481 6.1 0.1 0.5 0.567
C -1.193328 1.140630 -0.368170 1.1 -1.1 -0.6 -1.090
N 0.608170 -0.639593 0.032843 -0.3 0.0 -1.0 0.410
H -0.432962 1.866969 -0.048506 -0.4 -0.2 -0.2 0.293
C 1.983126 0.154062 0.127255 0.0 -0.1 -0.5 -0.078
O 0.892655 -1.892498 0.017170 -0.3 0.3 0.3 -0.675
H -1.010648 -2.159198 0.986681 -0.6 1.1 -0.7 0.326
C 3.322523 -0.164913 -0.038675 -6.6 -2.4 -0.6 -0.734
H -2.570588 -1.334501 0.656727 -0.9 0.5 0.1 0.401
```
Forces are in eV/Å.

[6]
C5H9NO as an isolated structure, computed with ωB97M-V/def2-TZVPD.

Kohn-Sham gap = 9.1865 eV
2S+1 = 1
E = -8864.298 eV
Max |F| = 0.074 Eh/bohr
Relative energy (zero: lowest compared OMol25 entry of this formula, charge and spin) = 113.32 kcal per mole
Total charge = 0

```
16
Properties=species:S:1:pos:R:3:forces:R:3:mulliken_charge:R:1
H -0.307468 0.369048 2.086106 -0.4 1.3 -0.6 0.356
H 2.058372 -1.218206 -0.705413 -0.1 0.0 0.1 0.366
C -0.279703 0.469804 -1.246032 -0.8 -0.8 -0.9 -0.666
H 0.191843 1.115120 -1.996054 -0.3 0.3 0.5 0.296
C -0.491730 0.444054 0.992811 -0.2 -0.7 -0.7 -0.769
H -1.689305 -1.171281 0.100398 -0.1 0.1 -0.4 0.200
H -2.631073 0.146117 0.910389 0.1 -0.3 0.4 0.283
N -1.445831 0.924192 -0.553406 0.4 2.4 2.9 -0.438
C -1.703170 -0.115861 0.410339 -0.5 -0.5 -0.1 -0.224
C 0.633894 0.223730 0.006563 -0.2 -0.6 -0.7 1.254
H 0.604509 -1.917929 0.045300 0.2 0.1 0.0 0.333
H 1.875583 -1.179681 1.060147 0.0 0.0 -0.1 0.361
H -0.970805 -0.239752 -1.798431 2.2 -1.0 -0.3 0.326
H 1.199900 2.008548 0.505234 0.1 -0.1 -0.2 0.382
O 1.616703 1.249931 0.071472 -0.3 0.0 0.1 -0.592
C 1.338283 -1.107839 0.110576 0.1 -0.1 0.0 -1.468
```
Forces are in eV/Å.